DFT (ωB97M-V with the def2-TZVPD basis set) results for the molecule C4HNS in a non-equilibrium geometry.

CARTESIAN COORDINATES (ANGSTROEM)
C 1.8483 -0.5469 -0.0213
C 0.6509 -0.4244 -0.0218
C -0.7844 -0.2829 0.0083
S -1.9912 -1.4082 -0.0114
C -1.1867 1.0825 0.0072
N -1.4408 2.2249 -0.0194
H 2.9038 -0.6451 0.0584

ΔE to the lowest compared entry with this formula, charge and spin, kcal/mol: 7.0
Molecular weight, g/mol: 95.1
Highest occupied orbital energy, Eh: -0.3665
Gap between HOMO and LUMO, eV: 7.7241
Total charge: 0
SMILES string: C#CC(=S)C#N

DFT (ωB97M-V with the def2-TZVPD basis set) results for the molecule C4H7NO2.

CARTESIAN COORDINATES (ANGSTROEM)
O -1.1643 -0.6482 1.3675
C -0.9914 -0.0321 0.1027
C -0.2753 -0.9512 -0.9044
N 1.1787 -0.9493 -0.7950
C 1.7296 -0.0819 -0.0634
O 1.1596 0.9511 0.6122
C -0.1920 1.2535 0.2463
H -0.3191 -0.6330 1.8369
H -2.0045 0.2032 -0.2402
H -0.5361 -0.7287 -1.9488
H -0.6087 -1.9761 -0.7155
H 2.8007 -0.1136 0.1305
H -0.2017 1.8303 -0.6871
H -0.5754 1.8761 1.0584

ΔE to the lowest compared entry with this formula, charge and spin, kcal/mol: 33.1
Molecular weight, g/mol: 101.1
Highest occupied orbital energy, Eh: -0.3573
Gap between HOMO and LUMO, eV: 10.5348
Total charge: 0
SMILES string: O[C@@H]1CN=COC1

DFT (ωB97M-V with the def2-TZVPD basis set) results for the molecule C22H29N3O4S in a non-equilibrium geometry.

CARTESIAN COORDINATES (ANGSTROEM)
C -5.2200 -1.0949 -2.2893
O -4.3274 -0.7588 -1.2595
C -4.5726 0.3608 -0.5079
C -5.6705 1.1857 -0.7066
C -5.8486 2.3365 0.0446
C -4.9249 2.6717 1.0142
C -3.8410 1.8440 1.2373
C -3.6348 0.6808 0.4979
N -2.5328 -0.1094 0.8267
C -1.2103 0.4716 0.7117
C -0.2783 -0.1975 1.7281
N -0.2762 -1.6293 1.5380
C 0.7533 -2.4491 1.2466
O 0.6486 -3.6582 1.2952
C 2.1222 -1.7990 0.9579
C 3.1026 -2.9005 0.5541
N 2.0103 -0.7516 -0.0454
C 2.8902 0.3443 -0.0202
C 2.5855 1.4867 -0.7619
C 3.4274 2.5807 -0.7485
C 4.5938 2.5901 0.0079
C 5.4866 3.7927 0.0304
C 4.8862 1.4586 0.7539
C 4.0576 0.3503 0.7419
S 1.3112 -1.1920 -1.5043
C 2.7189 -1.4177 -2.6243
O 0.5265 -0.1065 -2.0159
O 0.6426 -2.4373 -1.3180
C -1.6127 -2.1873 1.6148
C -2.5000 -1.5291 0.5553
H -4.8099 -1.9951 -2.7450
H -5.2828 -0.3052 -3.0455
H -6.2229 -1.3103 -1.9042
H -6.3939 0.9498 -1.4712
H -6.7076 2.9639 -0.1386
H -5.0516 3.5659 1.6056
H -3.1324 2.0905 2.0139
H -0.8050 0.3169 -0.2986
H -1.2578 1.5432 0.9072
H -0.6612 -0.0020 2.7395
H 0.7225 0.2188 1.6455
H 2.4496 -1.3241 1.8913
H 2.6540 -3.4982 -0.2347
H 3.2833 -3.5533 1.4038
H 4.0463 -2.4796 0.2140
H 1.6833 1.5088 -1.3480
H 3.1664 3.4503 -1.3338
H 6.4779 3.5347 0.3946
H 5.5765 4.2243 -0.9642
H 5.0698 4.5555 0.6884
H 5.7834 1.4321 1.3557
H 4.3380 -0.5043 1.3357
H 3.3354 -0.5294 -2.5729
H 2.3138 -1.5426 -3.6201
H 3.2638 -2.3001 -2.3187
H -2.0231 -1.9985 2.6133
H -1.5356 -3.2608 1.4439
H -2.0864 -1.7519 -0.4382
H -3.5072 -1.9361 0.6266

ΔE to the lowest compared entry with this formula, charge and spin, kcal/mol: 52.6
Molecular weight, g/mol: 431.6
Highest occupied orbital energy, Eh: -0.2727
Gap between HOMO and LUMO, eV: 7.9677
Total charge: 0
SMILES string: COc1ccccc1N1CCN(C(=O)[C@@H](C)N(c2ccc(C)cc2)S(C)(=O)=O)CC1

DFT (ωB97M-V with the def2-TZVPD basis set) results for a structure of composition C5HF2OTl in a non-equilibrium geometry.

CARTESIAN COORDINATES (ANGSTROEM)
C 1.9606 -0.4147 -1.5970
C 2.5886 -1.3211 -2.0630
F 3.1544 -2.2420 -2.6619
O 0.9619 0.1094 -0.9296
C 0.1443 0.6499 -0.3271
C -3.3234 2.3565 2.4658
C -4.0824 3.1024 1.8653
H -3.0806 1.7857 3.3597
F -4.7748 3.8661 1.1815
Tl -1.6494 2.0151 1.0609

Molecular weight, g/mol: 319.4
Highest occupied orbital energy (spin up / spin down), Eh: -0.9953 / -0.9954
Gap between HOMO and LUMO (spin up / spin down), eV: 3.6457 / 3.6487
Total charge: +4

DFT (ωB97M-V with the def2-TZVPD basis set) results for a cluster of 5 separate species, C11H34N2O5 in total in a non-equilibrium geometry.

CARTESIAN COORDINATES (ANGSTROEM)
C -2.2874 0.4101 1.0522
O -2.7660 -0.5498 1.9957
C -1.8534 -1.6282 2.2559
C -1.8773 -1.9824 3.7544
C -0.8161 -1.0857 4.4048
N -1.4755 -3.4002 3.9291
H -1.7555 -0.1607 0.2856
H -1.6290 1.0761 1.6234
H -3.1252 0.9486 0.6169
H -2.2796 -2.3522 1.5494
H -0.8263 -1.3923 1.9559
H -2.9108 -1.8330 4.0567
H -1.0553 -0.0715 4.0654
H 0.1990 -1.3032 4.0741
H -0.8210 -1.0164 5.4922
H -2.0396 -3.9297 3.2688
H -0.5320 -3.4803 3.5569
C 0.5737 3.4893 0.5016
O 1.0155 2.9329 -0.7174
C 2.4216 2.8111 -0.8054
C 2.9209 1.5080 -1.4444
C 2.3835 0.2572 -0.7831
N 4.3788 1.4553 -1.4426
H -0.4549 3.8500 0.4244
H 1.1833 4.3454 0.8018
H 0.5363 2.7200 1.2804
H 2.8046 3.7196 -1.2822
H 2.9060 2.7843 0.1821
H 2.6078 1.4884 -2.4950
H 2.5573 0.2457 0.2994
H 2.9241 -0.6149 -1.1554
H 1.3200 0.1006 -0.9621
H 4.8055 2.3690 -1.5474
H 4.6691 1.0672 -0.5496
C -0.6863 3.4879 -3.6936
O -0.4015 2.3751 -2.8836
H -0.5585 3.2074 -4.7365
H -1.6855 3.8959 -3.4974
H -0.0648 4.3822 -3.5419
H -0.2842 2.6835 -1.9539
C -0.5272 -4.4686 -0.2294
O -0.2844 -5.0662 1.0217
H -0.4688 -5.2053 -1.0362
H -1.5337 -4.0268 -0.2529
H 0.1131 -3.6059 -0.4091
H -0.9961 -5.6685 1.2451
C -0.6469 -1.1003 -3.2136
O -1.3340 -0.3155 -2.2534
H 0.3707 -0.7056 -3.2695
H -0.5499 -2.1528 -2.9448
H -1.1039 -1.0967 -4.2055
H -1.0602 0.6021 -2.3880

ΔE to the lowest compared entry with this formula, charge and spin, kcal/mol: 21.4
Molecular weight, g/mol: 274.4
Highest occupied orbital energy, Eh: -0.3338
Gap between HOMO and LUMO, eV: 9.7034
Total charge: 0
SMILES string: COC[C@H](C)N.COC[C@H](C)N.CO.CO.CO

Repeat the second record exactly.
DFT (ωB97M-V with the def2-TZVPD basis set) results for the molecule C4H7NO2.

CARTESIAN COORDINATES (ANGSTROEM)
O -1.1643 -0.6482 1.3675
C -0.9914 -0.0321 0.1027
C -0.2753 -0.9512 -0.9044
N 1.1787 -0.9493 -0.7950
C 1.7296 -0.0819 -0.0634
O 1.1596 0.9511 0.6122
C -0.1920 1.2535 0.2463
H -0.3191 -0.6330 1.8369
H -2.0045 0.2032 -0.2402
H -0.5361 -0.7287 -1.9488
H -0.6087 -1.9761 -0.7155
H 2.8007 -0.1136 0.1305
H -0.2017 1.8303 -0.6871
H -0.5754 1.8761 1.0584

ΔE to the lowest compared entry with this formula, charge and spin, kcal/mol: 33.1
Molecular weight, g/mol: 101.1
Highest occupied orbital energy, Eh: -0.3573
Gap between HOMO and LUMO, eV: 10.5348
Total charge: 0
SMILES string: O[C@@H]1CN=COC1